{"formula": "C11H18", "method": "wB97M-V/def2-TZVPD", "species": ["C", "C", "C", "C", "C", "C", "C", "H", "H", "H", "H", "H", "H", "H", "H", "C", "C", "C", "C", "H", "H", "H", "H", "H", "H", "H", "H", "H", "H"], "positions_angstrom": [[0.588, -1.079, -2.173], [-0.434, -1.227, -1.090], [-0.729, -2.318, -0.377], [-1.852, -2.464, 0.554], [-2.656, -1.316, 0.588], [-2.333, -0.108, -0.210], [-1.178, -0.015, -0.949], [0.335, -0.535, -3.109], [0.955, -2.118, -2.534], [1.326, -0.363, -1.770], [-0.094, -3.203, -0.521], [-2.137, -3.288, 1.088], [-3.609, -1.417, 1.072], [-3.014, 0.723, -0.267], [-0.869, 0.690, -1.585], [2.019, 2.575, -0.320], [1.500, 1.457, 0.668], [2.708, 0.853, 1.363], [0.599, 2.146, 1.713], [2.686, 3.289, 0.295], [1.244, 3.180, -0.751], [2.638, 2.116, -1.143], [0.971, 0.699, 0.081], [2.664, 1.154, 2.483], [2.645, -0.228, 1.090], [3.593, 1.270, 1.017], [0.461, 1.487, 2.600], [1.148, 3.075, 2.175], [-0.341, 2.452, 1.176]], "orbital_gap_ev": 9.8335, "homo_ev": -8.9549, "e_tot_ha": -429.86134}